C16H18N2O2S | ωB97M-V/def2-TZVPD

Atoms and positions in Å:
C (-2.465, -1.010, -2.437)
C (-2.342, -0.637, -0.995)
N (-2.954, 0.420, -0.638)
O (-2.831, 0.836, 0.703)
C (-2.543, 2.221, 0.706)
C (-1.098, 2.443, 0.222)
O (-0.779, 3.348, -0.512)
N (-0.274, 1.489, 0.718)
C (1.017, 1.139, 0.288)
C (1.435, 1.398, -1.011)
C (2.676, 0.968, -1.438)
C (3.518, 0.266, -0.585)
C (4.864, -0.198, -1.053)
C (3.094, 0.031, 0.716)
C (1.859, 0.461, 1.175)
C (1.441, 0.218, 2.595)
C (-1.512, -1.476, -0.151)
C (-1.608, -1.706, 1.197)
C (-0.596, -2.556, 1.684)
C (0.268, -2.950, 0.711)
S (-0.144, -2.316, -0.825)
H (-2.882, -2.011, -2.531)
H (-3.106, -0.296, -2.945)
H (-1.479, -1.007, -2.898)
H (-3.227, 2.767, 0.049)
H (-2.667, 2.556, 1.738)
H (-0.694, 0.848, 1.381)
H (0.782, 1.937, -1.677)
H (2.990, 1.172, -2.451)
H (4.806, -0.582, -2.070)
H (5.255, -0.978, -0.404)
H (5.569, 0.633, -1.049)
H (3.746, -0.500, 1.396)
H (2.265, -0.205, 3.164)
H (1.137, 1.152, 3.067)
H (0.603, -0.478, 2.645)
H (-2.397, -1.298, 1.803)
H (-0.518, -2.864, 2.712)
H (1.131, -3.579, 0.805)

Computed properties:
Net charge   0
Maximum force   1.13 eV/Å
Energy above the lowest of the compared OMol25 structures with the same formula, charge and spin   256.0 kJ/mol
E   -1278.6397 Eh
Gap between HOMO and LUMO   8.51 eV

Here are the natural (NBO) charges for atoms 1 to 8, given in e: atom 1 (C): -0.64, atom 2 (C): 0.21, atom 3 (N): -0.14, atom 4 (O): -0.41, atom 5 (C): -0.16, atom 6 (C): 0.66, atom 7 (O): -0.59, atom 8 (N): -0.63

---

C16H18N2O7S | ωB97M-V/def2-TZVPD

Atoms and positions in Å:
C (-1.007, -2.377, 1.651)
O (-1.817, -1.248, 1.404)
C (-2.777, -1.357, 0.438)
C (-2.911, -2.433, -0.425)
C (-3.910, -2.440, -1.387)
C (-4.783, -1.378, -1.493)
C (-4.658, -0.294, -0.637)
C (-3.666, -0.271, 0.327)
O (-3.510, 0.758, 1.234)
C (-3.549, 2.066, 0.730)
C (-2.389, 2.386, -0.210)
O (-2.180, 3.471, -0.678)
O (-1.653, 1.296, -0.433)
C (-0.452, 1.421, -1.174)
C (0.778, 1.304, -0.271)
O (1.873, 1.666, -0.655)
N (0.532, 0.783, 0.941)
C (1.575, 0.631, 1.928)
C (2.374, -0.669, 1.758)
N (3.104, -0.660, 0.505)
C (2.532, -1.107, -0.652)
O (1.466, -1.670, -0.707)
C (3.414, -0.815, -1.839)
S (4.942, -0.081, -1.210)
C (4.345, -0.050, 0.448)
O (4.935, 0.386, 1.392)
H (-1.612, -3.270, 1.830)
H (-0.449, -2.144, 2.558)
H (-0.317, -2.557, 0.820)
H (-2.226, -3.263, -0.375)
H (-3.994, -3.284, -2.055)
H (-5.563, -1.382, -2.238)
H (-5.346, 0.532, -0.722)
H (-3.474, 2.728, 1.597)
H (-4.486, 2.301, 0.208)
H (-0.420, 2.385, -1.693)
H (-0.430, 0.606, -1.904)
H (-0.376, 0.369, 1.123)
H (2.264, 1.475, 1.822)
H (1.126, 0.651, 2.921)
H (1.710, -1.535, 1.739)
H (3.101, -0.759, 2.568)
H (3.628, -1.720, -2.407)
H (2.914, -0.093, -2.487)

Computed properties:
Net charge   0
Maximum force   0.78 eV/Å
Energy above the lowest of the compared OMol25 structures with the same formula, charge and spin   3.8 kJ/mol
E   -1654.9400 Eh
Gap between HOMO and LUMO   9.22 eV

Here are the natural (NBO) charges for atoms 1 to 8, given in e: atom 1 (C): -0.27, atom 2 (O): -0.52, atom 3 (C): 0.33, atom 4 (C): -0.30, atom 5 (C): -0.21, atom 6 (C): -0.22, atom 7 (C): -0.26, atom 8 (C): 0.24

---

C16H18N2S2Yb | ωB97M-V/def2-TZVPD

Atoms and positions in Å:
Yb (-0.079, -0.270, 0.024)
C (-2.148, 2.157, 0.674)
N (-0.682, 1.913, 0.824)
C (0.050, 2.819, -0.115)
C (1.476, 2.380, -0.344)
N (1.562, 1.085, -1.088)
C (2.935, 0.525, -0.910)
C (1.265, 1.284, -2.519)
C (2.250, 1.827, -3.340)
C (2.039, 2.009, -4.692)
C (0.828, 1.622, -5.249)
C (-0.149, 1.063, -4.445)
C (0.047, 0.886, -3.071)
S (-1.327, 0.169, -2.178)
C (-0.257, 2.149, 2.216)
C (-0.757, 3.260, 2.891)
C (-0.417, 3.515, 4.205)
C (0.422, 2.634, 4.873)
C (0.907, 1.518, 4.218)
C (0.582, 1.254, 2.882)
S (1.312, -0.221, 2.183)
H (-2.373, 3.222, 0.688)
H (-2.680, 1.680, 1.494)
H (-2.479, 1.760, -0.278)
H (0.059, 3.827, 0.302)
H (-0.498, 2.840, -1.055)
H (1.993, 2.255, 0.606)
H (1.990, 3.153, -0.918)
H (3.696, 1.284, -1.085)
H (3.089, -0.287, -1.616)
H (3.046, 0.172, 0.108)
H (3.198, 2.136, -2.916)
H (2.817, 2.446, -5.305)
H (0.645, 1.749, -6.309)
H (-1.090, 0.742, -4.875)
H (-1.409, 3.956, 2.379)
H (-0.809, 4.394, 4.701)
H (0.695, 2.813, 5.906)
H (1.547, 0.816, 4.737)

Computed properties:
Net charge   +1
Maximum force   0.94 eV/Å
⟨S²⟩   0.751
E   -2684.8960 Eh
2S+1   2
Gap between HOMO and LUMO (alpha / beta)   7.30 / 6.25 eV

Here are the natural (NBO) charges for atoms 1 to 8, given in e: atom 1 (Yb): 1.96, atom 2 (C): -0.44, atom 3 (N): -0.58, atom 4 (C): -0.25, atom 5 (C): -0.24, atom 6 (N): -0.56, atom 7 (C): -0.44, atom 8 (C): 0.05

---

C16H18N4O4S2 | ωB97M-V/def2-TZVPD

Atoms and positions in Å:
C (-3.292, 1.854, 0.809)
C (-3.746, 0.583, 0.173)
C (-4.858, 0.478, -0.606)
C (-5.255, -0.782, -1.173)
O (-6.213, -1.017, -1.875)
N (-4.371, -1.832, -0.834)
C (-3.283, -1.632, -0.065)
S (-2.235, -2.999, 0.240)
C (-0.969, -2.192, 1.256)
C (-0.454, -0.855, 0.760)
O (-0.282, 0.057, 1.542)
N (-0.170, -0.732, -0.562)
C (0.075, -1.821, -1.493)
C (1.307, -1.343, -2.298)
N (1.843, -0.223, -1.541)
S (2.898, -0.828, -0.325)
O (4.003, -1.404, -1.028)
O (2.180, -1.685, 0.581)
C (3.407, 0.671, 0.496)
C (2.840, 1.029, 1.705)
C (3.249, 2.207, 2.311)
C (4.211, 3.000, 1.705)
C (4.771, 2.625, 0.493)
C (4.366, 1.451, -0.120)
C (0.666, 0.385, -0.974)
N (-2.956, -0.492, 0.437)
H (-3.900, 2.059, 1.689)
H (-2.258, 1.744, 1.124)
H (-3.395, 2.691, 0.123)
H (-5.480, 1.331, -0.820)
H (-4.592, -2.753, -1.194)
H (-1.381, -2.039, 2.254)
H (-0.130, -2.889, 1.310)
H (0.298, -2.746, -0.961)
H (-0.792, -1.972, -2.143)
H (2.079, -2.105, -2.390)
H (1.023, -0.987, -3.291)
H (2.089, 0.395, 2.149)
H (2.814, 2.503, 3.253)
H (4.528, 3.915, 2.181)
H (5.522, 3.245, 0.028)
H (4.783, 1.118, -1.056)
H (0.904, 1.019, -0.120)
H (0.156, 0.969, -1.750)

Computed properties:
Net charge   0
Maximum force   1.23 eV/Å
Energy above the lowest of the compared OMol25 structures with the same formula, charge and spin   112.2 kJ/mol
E   -1936.8875 Eh
Gap between HOMO and LUMO   9.23 eV

Here are the natural (NBO) charges for atoms 1 to 8, given in e: atom 1 (C): -0.66, atom 2 (C): 0.27, atom 3 (C): -0.39, atom 4 (C): 0.63, atom 5 (O): -0.61, atom 6 (N): -0.60, atom 7 (C): 0.33, atom 8 (S): 0.27